1.
33
Properties=species:S:1:pos:R:3:forces:R:3:lowdin_charge:R:1 method="wB97M-V/def2-TZVPD" e_tot_ha=-995.88303 homo_lumo_gap_ev=8.205 lumo_energy_ev=-4.57 e_above_lowest_kj_mol=347.4 total_charge=+1 homo_energy_ev=-12.772
C 3.880334 -0.346756 0.193579 -2.795 -0.086 -0.689 -0.025
C 3.215549 -0.441176 -1.052668 1.399 0.225 2.551 -0.044
C 3.193977 0.033848 1.362673 3.187 -0.696 -0.831 -0.053
C 1.896616 -0.101298 -1.107937 -2.230 0.493 -0.928 -0.040
C 1.897484 0.396132 1.283262 -2.578 1.461 0.322 -0.056
C 1.184168 0.294841 0.057262 0.656 0.403 0.477 -0.209
C -1.142385 2.522800 -1.349068 2.622 2.258 1.500 -0.291
C -0.482095 2.950909 0.042389 -0.440 0.800 -1.434 -0.368
C -0.313773 0.371745 0.260734 1.293 1.300 -0.057 -0.347
C -0.893427 -1.385249 1.782170 0.598 -1.760 2.944 -0.045
C -0.312127 -1.905801 -0.578329 -1.663 -2.355 0.276 -0.008
C -1.010781 -0.941162 0.375714 -1.509 -0.743 -1.375 -0.615
N -2.436397 -0.739846 -0.017674 1.737 0.156 -1.471 0.093
O -0.942908 1.220693 -1.576775 -2.685 -5.797 -0.412 -0.101
S -1.040743 1.695204 1.128245 0.682 -0.994 0.308 1.109
H 4.844029 -0.709198 0.018037 1.773 -0.151 1.328 0.092
H 3.959930 -0.871269 -1.699830 -1.018 0.232 -1.613 0.115
H 3.791813 0.029745 2.265663 -0.428 0.282 0.258 0.119
H 1.327457 -0.098640 -2.054866 0.456 -0.185 0.557 0.129
H 1.363828 0.873004 2.158033 0.701 -1.009 -0.912 0.131
H -2.117687 2.678748 -1.157545 -3.509 0.992 0.127 0.079
H -0.780527 3.159368 -2.149683 0.189 -0.037 -0.159 0.147
H 0.584269 3.195319 0.000826 -0.207 -0.434 0.169 0.106
H -1.050630 3.825676 0.343728 0.261 0.370 0.181 0.087
H -1.450095 -2.297674 2.106430 0.162 0.286 -1.236 0.123
H -1.247864 -0.726801 2.563974 -0.103 0.937 -0.171 0.082
H 0.139476 -1.628433 2.072447 -0.117 0.214 -0.283 0.104
H 0.691035 -2.058175 -0.283266 0.947 -0.166 0.357 0.075
H -0.742476 -2.969789 -0.690406 0.092 1.754 0.600 0.142
H -0.318120 -1.495396 -1.545335 0.018 0.488 -1.382 0.068
H -1.936724 0.639765 -1.508172 3.714 1.699 0.047 0.246
H -2.891993 -0.156327 0.634859 -0.834 0.379 0.868 0.055
H -2.889790 -1.624148 -0.140385 -0.372 -0.319 0.084 0.101

2.
7
Properties=species:S:1:pos:R:3:forces:R:3:lowdin_charge:R:1 method="wB97M-V/def2-TZVPD" e_tot_ha=-299.12389 homo_lumo_gap_ev="6.337 / 6.452" lumo_energy_ev="-0.47 / -0.43" e_above_lowest_kj_mol=559.1 homo_energy_ev="-6.809 / -6.885"
C -0.439573 0.141246 0.685660 -1.660 -5.432 1.037 -0.387
N -0.530546 -1.654768 -1.013481 3.546 0.867 1.492 -0.007
N 0.049592 1.106092 0.033062 2.874 4.069 -0.478 0.128
O -0.673649 -0.458797 1.682209 0.377 1.953 -0.840 0.122
O 0.653348 -1.931181 -0.944865 -3.251 0.480 -0.505 -0.164
H 0.285819 0.853904 -0.926180 -0.167 0.435 0.296 0.110
H 0.655009 1.943504 0.483596 -1.719 -2.372 -1.003 0.199

3.
73
Properties=species:S:1:pos:R:3:forces:R:3:lowdin_charge:R:1 method="wB97M-V/def2-TZVPD" e_tot_ha=-1632.88251 homo_lumo_gap_ev="9.190 / 9.297" lumo_energy_ev="0.57 / 0.13" spin_multiplicity=2 s_squared=0.7541 homo_energy_ev="-8.624 / -9.172"
C 2.221668 0.687287 2.113773 -0.174 0.243 -0.023 0.124
C 1.498860 1.481965 2.651912 -1.043 -0.798 -0.133 -0.116
C 0.321939 2.157940 3.238504 0.645 0.652 0.367 -0.154
C -0.223968 3.292345 2.339550 0.829 1.113 -0.687 -0.422
C 0.882504 4.413926 2.342231 -0.589 -0.035 0.079 -0.037
C -1.501627 3.950818 2.929087 0.045 -1.080 0.101 -0.074
C -2.853844 3.224495 2.637326 -0.976 0.340 1.668 -0.452
C -3.974334 4.300451 2.548707 -0.226 -0.610 -0.031 -0.028
C -3.236053 2.360005 3.869121 -0.044 0.473 0.097 -0.049
N -2.807032 2.312411 1.471160 1.740 0.411 0.514 -0.099
O -2.547048 1.093083 1.790076 -0.495 -0.132 -0.151 -0.008
C -1.905787 2.766060 0.394974 0.498 -0.319 -2.197 -0.464
C -2.339237 4.069147 -0.314087 -0.270 -0.346 0.112 -0.030
C -1.952194 1.664955 -0.704014 0.237 -0.182 0.385 -0.042
C -0.413101 2.891111 0.839654 -0.996 0.226 0.636 -0.059
H 2.755537 -0.071506 1.596764 0.355 0.125 0.077 0.011
H 0.693075 2.647027 4.151872 -0.365 -0.079 0.009 0.116
H -0.441293 1.446945 3.562480 0.170 -0.193 -0.396 0.109
H 1.430900 4.432036 3.289502 0.053 0.016 -0.204 0.083
H 0.387688 5.387540 2.235147 0.215 -0.121 -0.093 0.079
H 1.563797 4.305008 1.494880 0.146 -0.130 0.332 0.082
H -1.389523 3.930656 4.024351 -0.033 0.198 -0.194 0.131
H -1.597523 5.006843 2.662772 0.240 -0.219 -0.315 0.106
H -4.889250 3.880043 2.983726 0.036 0.084 -0.299 0.080
H -3.713697 5.153354 3.183750 0.038 -0.046 -0.251 0.087
H -4.201765 4.622994 1.531358 0.135 0.084 0.162 0.068
H -3.543377 3.044091 4.672256 0.190 -0.059 -0.131 0.090
H -4.099519 1.724597 3.656970 0.244 -0.030 -0.063 0.089
H -2.402207 1.762350 4.238201 -0.195 -0.080 -0.118 0.068
H -1.566170 4.334788 -1.041674 -0.060 -0.083 0.165 0.085
H -3.241709 3.856962 -0.901694 -0.064 0.352 0.323 0.092
H -2.472348 4.927232 0.349068 -0.070 -0.130 -0.093 0.072
H -1.356767 0.795435 -0.409918 -0.129 0.157 0.055 0.068
H -2.971268 1.291420 -0.847201 0.100 0.320 -0.244 0.090
H -1.506837 2.049119 -1.627690 -0.298 0.003 0.046 0.089
H 0.019552 3.690331 0.230520 -0.050 -0.206 0.022 0.109
H 0.093922 1.966351 0.555576 0.142 0.124 0.472 0.107
F 3.590096 -2.093497 1.786909 0.081 -0.054 -0.081 0.032
C 2.941055 -3.146158 2.331895 -0.231 -0.329 0.200 -0.288
C 3.674147 -4.186989 2.864294 0.296 0.013 -0.010 -0.017
C 3.003691 -5.264299 3.426015 -0.175 0.088 -0.058 -0.081
C 1.614924 -5.289940 3.438763 -0.014 -0.067 0.038 -0.094
C 0.894368 -4.235196 2.894812 0.158 -0.088 0.042 -0.075
C 1.561007 -3.152076 2.341592 -0.149 0.256 -0.157 -0.026
H 4.755550 -4.151582 2.837343 -0.016 0.034 0.000 0.118
H 3.565136 -6.084446 3.853484 0.020 0.018 -0.023 0.105
H 1.094721 -6.133369 3.873975 0.006 0.016 -0.010 0.101
H -0.187373 -4.255423 2.901239 0.013 0.035 -0.009 0.107
H 1.016560 -2.315663 1.920929 0.025 0.010 0.013 0.112
F 1.513010 -5.854344 -4.072171 0.020 -0.012 -0.046 0.055
C 1.035928 -4.925516 -3.221168 -0.150 0.279 0.292 -0.304
C 1.898882 -4.324554 -2.325088 0.288 -0.077 -0.024 -0.021
C 1.407192 -3.363403 -1.453266 -0.168 -0.017 -0.054 -0.090
C 0.061179 -3.023065 -1.481295 -0.013 0.091 0.085 -0.094
C -0.793338 -3.639689 -2.384900 0.153 0.017 0.042 -0.076
C -0.304047 -4.593815 -3.265258 -0.152 -0.131 -0.183 -0.018
H 2.943397 -4.608737 -2.313695 -0.016 -0.013 -0.027 0.120
H 2.073805 -2.879226 -0.750803 0.024 -0.047 -0.006 0.097
H -0.321636 -2.275568 -0.797458 -0.003 -0.013 -0.014 0.097
H -1.842908 -3.377315 -2.404590 0.013 -0.006 -0.031 0.106
H -0.953275 -5.078722 -3.982694 0.032 -0.019 0.002 0.119
F 0.816915 -0.361338 -8.679189 -0.011 0.014 -0.043 0.056
C 1.118448 -0.705789 -7.412526 0.076 -0.092 0.331 -0.290
C 1.193917 0.278329 -6.446693 -0.054 0.252 -0.048 -0.021
C 1.499869 -0.079340 -5.141102 0.010 -0.180 -0.083 -0.081
C 1.735580 -1.409918 -4.821122 0.029 -0.002 0.127 -0.088
C 1.660264 -2.385599 -5.805944 -0.015 0.150 0.032 -0.074
C 1.344174 -2.034388 -7.110763 -0.013 -0.175 -0.170 -0.014
H 1.014500 1.310683 -6.717756 -0.014 -0.025 -0.032 0.116
H 1.554816 0.680937 -4.372803 0.005 0.012 -0.028 0.103
H 1.977585 -1.686934 -3.802794 -0.028 -0.022 -0.020 0.090
H 1.847825 -3.422015 -5.556821 -0.016 0.002 -0.031 0.097
H 1.272066 -2.781647 -7.890342 0.008 0.036 -0.017 0.117

4.
17
Properties=species:S:1:pos:R:3:forces:R:3:lowdin_charge:R:1 method="wB97M-V/def2-TZVPD" e_tot_ha=-686.90714 homo_lumo_gap_ev=8.486 lumo_energy_ev=-0.05 e_above_lowest_kj_mol=146.2 smiles="S=C1CC=CCNC1" homo_energy_ev=-8.533
C -0.458354 0.656412 -0.638736 0.033 -1.684 0.164 -0.732
C 1.039269 0.438395 -0.884349 -1.036 1.993 -1.570 -0.309
C 1.560428 -1.152217 0.789563 0.192 0.278 0.394 -0.209
C 0.328979 -1.202809 1.693687 0.247 1.428 -0.604 -0.085
C -0.615290 -0.246650 1.762373 0.230 -0.105 -0.220 -0.074
C -0.829088 0.954692 0.781707 0.095 0.206 1.093 -0.227
H 1.092542 -0.301018 -1.666981 0.171 -0.554 -0.450 0.090
H 1.416905 1.380201 -1.330173 -0.262 -0.232 -0.020 0.137
H 2.800072 0.337374 0.023456 -0.302 -0.265 0.260 0.120
H 2.450250 -1.376683 1.400523 -0.448 -0.329 -0.095 0.119
H 1.458341 -1.926191 0.001528 0.213 0.211 0.124 0.120
H 0.370950 -2.053742 2.347662 -0.416 -0.101 0.488 0.089
H -1.360205 -0.257833 2.580155 0.390 -0.270 -0.657 0.104
H -0.266872 1.837911 1.152284 -0.078 -0.464 -0.156 0.124
H -1.888667 1.213639 0.846483 0.114 -0.059 -0.165 0.091
N 1.819838 0.185057 0.249792 0.310 -0.717 0.950 -0.078
S -1.560490 0.197750 -1.758060 0.547 0.664 0.465 0.720